The following is a DFT calculation (wB97M-V/def2-TZVPD) of a structure of composition C37H29BrI2N3O3PPd.

Its spin multiplicity is 1. Its frontier orbital gap is 4.32 eV. Its electronic energy is -148466.423 eV. As for the total charge: -2. The calculation puts the energy relative to the best compared isomer or geometry (same formula, charge and spin) at 22.1 kJ/mol.

Cartesian coordinates (Å):
Pd 0.2111 -0.1295 0.3797
I 7.0767 2.7817 3.3217
C 5.0716 2.4162 2.6890
C 4.0234 2.8235 3.4957
C 2.7544 2.6176 3.0302
I 1.0834 3.2267 4.1821
C 2.4113 2.0289 1.7746
O 1.2209 1.9384 1.4134
C 3.5600 1.6088 1.0066
C 3.3312 0.9377 -0.3184
N 2.6936 -0.3647 -0.1780
C 3.3274 -1.2485 0.7843
C 2.7581 -0.9667 2.1536
C 3.5571 -0.7520 3.2676
C 2.9544 -0.4568 4.4794
C 1.5705 -0.3630 4.5189
C 0.8506 -0.6082 3.3575
N 1.4268 -0.9283 2.2072
C 4.8425 1.8277 1.4562
H 4.1964 3.2705 4.4656
H 4.3017 0.8440 -0.8480
H 2.6621 1.5552 -0.9319
H 2.6197 -0.8055 -1.0908
H 4.4288 -1.1424 0.7999
H 3.0779 -2.2810 0.5143
H 4.6338 -0.7880 3.1795
H 3.5524 -0.2999 5.3700
H 1.0660 -0.0872 5.4342
H -0.2326 -0.5491 3.3420
H 5.6869 1.5169 0.8471
C -2.4827 3.6499 -5.0013
C -2.6229 4.0226 -3.6725
C -1.9372 3.3369 -2.6901
C -1.1124 2.2551 -2.9990
C -0.9953 1.8862 -4.3359
C -1.6693 2.5781 -5.3266
P -0.2304 1.4975 -1.5378
C 0.5528 0.0737 -2.3944
C 0.3213 -1.2612 -2.0405
C 1.0503 -2.2724 -2.6514
C 2.0154 -1.9796 -3.6038
C 2.2601 -0.6592 -3.9474
C 1.5505 0.3547 -3.3288
C -1.7160 0.7104 -0.8127
C -1.9840 0.8554 0.5641
C -3.1614 0.3171 1.0809
C -4.0479 -0.3600 0.2608
C -3.7611 -0.5393 -1.0866
C -2.6021 -0.0153 -1.6165
H -3.0155 4.1831 -5.7789
H -3.2627 4.8582 -3.4135
H -2.0347 3.6253 -1.6505
H -0.3809 1.0402 -4.6100
H -1.5602 2.2833 -6.3653
H -0.4376 -1.5452 -1.3149
H 0.8380 -3.2965 -2.3784
H 2.5888 -2.7714 -4.0695
H 3.0078 -0.4161 -4.6935
H 1.7634 1.3893 -3.5736
H -1.3394 1.4865 1.1856
H -3.3921 0.4263 2.1334
H -4.9682 -0.7661 0.6618
H -4.4448 -1.0928 -1.7181
H -2.3641 -0.1633 -2.6631
Br -5.1396 -2.2310 4.6168
C -4.7458 -2.8997 2.8636
C -5.7267 -3.6170 2.1998
N -5.5467 -4.0915 0.9791
C -4.3806 -3.8616 0.3930
C -3.3362 -3.1594 0.9826
C -3.5281 -2.6596 2.2669
C -1.9860 -2.9205 0.2305
O -1.9054 -3.4555 -0.8818
O -1.1627 -2.2453 0.8602
H -6.6857 -3.8307 2.6543
H -4.2658 -4.2519 -0.6099
H -2.7341 -2.0909 2.7294

Per-atom Mulliken charges, elementary charge units: 1.003, -0.089, -0.341, -0.415, -0.418, -0.093, 0.006, -0.376, 0.661, -0.722, 0.072, -1.247, 0.886, -0.750, -0.384, -1.018, -0.216, 0.034, -0.491, 0.387, 0.278, 0.111, 0.016, 0.292, 0.579, 0.350, 0.388, 0.473, 0.444, 0.355, -0.422, -0.636, -0.449, 0.369, -0.055, -0.686, -0.121, 0.956, 0.163, -0.751, -0.624, -0.724, -0.376, 0.468, -0.145, -0.899, -0.387, -1.005, -0.604, 0.339, 0.367, 0.364, 0.226, 0.380, -0.406, 0.494, 0.364, 0.361, 0.432, 0.586, 0.501, 0.504, 0.294, 0.383, -0.248, 0.010, -0.159, -0.732, -0.138, 0.080, -0.191, 0.085, -0.792, -0.413, 0.362, 0.537, 0.565